Molecular formula: C3H7O3PS
Method: DFT, ωB97M-V with the def2-TZVPD basis set

```
15
Properties=species:S:1:pos:R:3:forces:R:3:mulliken_charge:R:1
S -2.977685 -1.398258 2.093084 -1.3 -0.3 1.5 -0.88
P 0.626154 1.912358 -1.592134 0.5 -0.9 0.2 0.88
O -0.576282 2.496427 -2.281677 0.5 0.5 0.1 -0.75
O 1.217882 3.004356 -0.455092 -0.4 1.2 -1.7 -0.53
O 1.777327 1.412370 -2.438211 -0.7 0.0 0.8 -0.78
C -0.372660 -0.463219 -0.349439 0.0 1.3 0.6 0.51
C -0.144253 0.879247 -0.298465 -1.1 -1.1 -1.4 -0.59
C 0.546360 -1.385607 -1.154770 1.0 1.2 2.0 -0.95
H -0.856914 1.614436 0.136974 0.4 -1.1 0.4 0.23
H 0.717078 -2.333630 -0.544836 0.0 1.1 -1.0 0.29
H 0.990764 3.811499 -0.978118 0.4 -0.3 0.9 0.27
H 0.147447 -1.598862 -2.131010 -0.1 -0.3 -0.4 0.24
H -3.892859 -1.549639 3.182498 1.1 0.2 -1.3 -0.07
H 1.467921 -0.701224 -1.242980 -0.9 -1.7 -0.3 0.27
H -1.188809 -0.883668 0.271246 0.6 0.2 -0.4 -0.14
```
Forces are in eV/Å.

Calculated values
Charge: -2
Gap between HOMO and LUMO in eV: 6.62
Electronic energy in a.u.: -1083.840400
Energy above the lowest of the compared OMol25 structures with the same formula, charge and spin in eV: 0.000
Strongest force on any atom in eV Å⁻¹: 2.52
E_HOMO in eV: -0.41


Molecular formula: C3H7O3S2
Method: DFT, ωB97M-V with the def2-TZVPD basis set

```
15
Properties=species:S:1:pos:R:3:forces:R:3:mulliken_charge:R:1
S -2.396804 1.473805 0.238651 -0.2 0.6 -0.6 -0.23
S -0.928518 1.110415 1.595167 -0.3 -0.2 0.5 -0.12
O 2.013907 -0.655865 -1.342433 0.1 0.1 -0.2 -0.74
O -0.415779 -0.489053 -2.963043 0.3 -0.1 -0.2 -0.65
O 2.624522 -2.269098 0.113793 0.0 0.2 -0.1 -0.75
C 1.927805 -1.315377 -0.277246 -0.2 -0.3 0.4 0.39
C 0.583428 0.560599 0.752952 -0.4 0.1 0.2 -0.57
C 0.690026 -0.932062 0.624299 0.8 -0.8 -0.8 -0.28
H -0.357480 -1.450374 -2.980610 -0.2 0.0 0.0 0.30
H 1.358809 0.968082 1.407350 0.1 -0.2 0.1 0.31
H -0.097810 -1.412431 0.039053 -0.5 0.6 0.0 0.20
H 0.490501 -0.275652 -2.668637 -0.1 0.1 0.4 0.36
H -3.049033 0.338746 -0.108326 0.5 -0.3 0.4 0.12
H 0.710134 1.087646 -0.185552 -0.2 -0.2 -0.3 0.36
H 0.708869 -1.478700 1.570597 0.2 0.3 0.1 0.28
```
Forces are in eV/Å.

Calculated values
Charge: -1
Gap between HOMO and LUMO in eV: 7.47
Electronic energy in a.u.: -1140.685909
Energy above the lowest of the compared OMol25 structures with the same formula, charge and spin in eV: 0.343
Strongest force on any atom in eV Å⁻¹: 1.39
E_HOMO in eV: -4.50


Molecular formula: C3H7O5PS
Method: DFT, ωB97M-V with the def2-TZVPD basis set

```
17
Properties=species:S:1:pos:R:3:forces:R:3:mulliken_charge:R:1
S -0.896412 -2.131526 -0.365696 -1.5 -1.1 -0.8 0.57
P 1.271103 0.449436 0.181935 -1.7 -0.4 2.5 1.07
O -0.407543 1.000305 0.034848 2.5 -0.4 1.0 -0.42
O -1.437025 -0.823654 -1.060175 -1.0 -2.6 1.0 -0.23
O 1.518415 0.789153 1.776471 0.1 -3.6 -2.0 -0.30
O 1.029880 -1.042509 0.009298 0.8 0.8 0.1 -0.74
O 2.089549 1.286170 -0.662261 0.8 0.5 -1.0 -0.64
C -1.811282 -3.235375 -1.162031 2.4 -0.4 2.2 -0.41
C -0.827705 0.459320 -1.082865 -3.2 1.8 -3.3 -0.24
C 1.426689 2.083099 2.159069 -1.2 4.0 -2.3 -0.54
H 2.207333 2.756198 1.624335 -0.9 -1.1 1.2 0.24
H -1.773804 0.962990 -1.447442 1.0 0.3 0.5 0.22
H -0.272599 0.345780 -2.014011 1.5 0.7 0.5 0.38
H -2.327443 -3.246730 -2.057689 -1.1 1.0 -1.7 0.31
H -1.660383 -4.275961 -0.848821 0.2 0.5 0.5 0.27
H 0.425153 2.453842 1.674216 1.5 0.0 1.6 0.23
H 1.446074 2.169460 3.240818 0.0 0.1 0.0 0.24
```
Forces are in eV/Å.

Calculated values
Gap between HOMO and LUMO in eV: 8.15
Electronic energy in a.u.: -1234.208256
Energy above the lowest of the compared OMol25 structures with the same formula, charge and spin in eV: 2.636
Strongest force on any atom in eV Å⁻¹: 4.93
E_HOMO in eV: -9.93


Molecular formula: C3H7OS
Method: DFT, ωB97M-V with the def2-TZVPD basis set

```
12
Properties=species:S:1:pos:R:3:forces:R:3:mulliken_charge:R:1
S -1.097618 -2.365041 -0.436494 0.2 0.1 -0.1 -0.31
O 1.955839 1.406308 -0.456843 0.2 -0.2 0.0 -0.86
C -0.224742 0.301145 -0.324514 -0.1 0.6 0.4 -0.56
C 0.796744 1.385424 0.185659 -0.3 -0.1 -0.2 -0.45
C 0.039826 -1.069495 0.221562 0.4 -0.7 0.1 -0.55
H -0.012954 -1.162051 1.305162 -0.1 0.4 0.1 0.35
H 1.062714 -1.366716 -0.035606 -0.2 -0.1 -0.2 0.33
H -0.167835 0.270054 -1.411323 0.0 0.1 -0.1 0.25
H 0.859070 1.194296 1.300335 0.0 0.1 0.0 0.14
H 0.193583 2.339344 0.112631 0.1 0.0 0.0 0.17
H -1.227399 0.636984 -0.023232 -0.1 -0.1 -0.1 0.40
H -2.177226 -1.570249 -0.437341 0.0 -0.1 0.0 0.09
```
Forces are in eV/Å.

Calculated values
Charge: -1
Gap between HOMO and LUMO in eV: 5.68
Electronic energy in a.u.: -591.913230
Energy above the lowest of the compared OMol25 structures with the same formula, charge and spin in eV: 1.498
Strongest force on any atom in eV Å⁻¹: 0.84
Structure (SMILES): [O-]CCCS
E_HOMO in eV: -2.40


Molecular formula: C3H7OS
Method: DFT, ωB97M-V with the def2-TZVPD basis set

```
12
Properties=species:S:1:pos:R:3:forces:R:3:mulliken_charge:R:1
S 1.023814 1.432914 0.501207 0.3 0.1 0.0 -0.70
O -1.593570 -1.891009 0.011265 -0.2 -0.4 1.0 -0.54
C -1.747133 -0.079725 -1.577553 -0.5 0.8 0.2 -0.86
C 2.080083 0.601398 1.736317 0.7 -1.7 -0.8 -0.77
C -1.044733 -0.993991 -0.550104 2.2 1.7 -3.6 0.37
H 1.827880 0.898214 2.737162 -0.4 -0.2 0.6 0.20
H 2.044246 -0.548151 1.603700 -0.3 1.5 0.5 0.15
H 3.171012 0.787683 1.683566 -0.3 0.3 -0.4 0.23
H -1.237686 0.015088 -2.597220 -0.5 -0.5 1.5 0.24
H 0.079805 -0.746271 -0.712322 -1.1 -0.9 1.5 0.13
H -1.833411 0.960785 -1.193523 0.4 -0.6 -0.1 0.23
H -2.770307 -0.436935 -1.642496 -0.2 -0.1 -0.5 0.32
```
Forces are in eV/Å.

Calculated values
Charge: -1
Gap between HOMO and LUMO in eV: 6.41
Electronic energy in a.u.: -591.922854
Energy above the lowest of the compared OMol25 structures with the same formula, charge and spin in eV: 1.236
Strongest force on any atom in eV Å⁻¹: 4.53
E_HOMO in eV: -2.39


Molecular formula: C3H7OS
Method: DFT, ωB97M-V with the def2-TZVPD basis set

```
12
Properties=species:S:1:pos:R:3:forces:R:3:mulliken_charge:R:1
S 0.597905 0.100940 -0.951467 0.4 -0.1 -0.9 -0.03
O -1.683721 -0.064488 1.306137 0.0 -0.3 -0.6 -0.47
C -0.604358 0.477455 1.296854 -1.0 0.6 2.4 -0.07
C 0.562264 -0.063131 2.094001 0.3 -0.1 -0.8 -0.88
C 0.401859 -0.484687 -2.633802 0.0 -0.2 0.0 -0.74
H 0.340151 0.039947 3.155228 -0.1 0.1 0.0 0.32
H -0.566459 1.552443 1.039143 0.3 -0.1 -0.5 0.45
H 0.631768 -1.543094 -2.730942 0.1 0.0 0.1 0.27
H 1.034580 0.100032 -3.299319 -0.1 0.1 0.0 0.28
H -0.636986 -0.352025 -2.943103 0.0 0.2 0.1 0.28
H 0.700572 -1.115983 1.856972 0.0 0.0 0.1 0.29
H 1.472654 0.486248 1.853707 0.1 0.0 0.1 0.30
```
Forces are in eV/Å.

Calculated values
Gap between HOMO and LUMO (spin up / spin down) in eV: 10.11 / 6.94
Electronic energy in a.u.: -591.847000
Energy above the lowest of the compared OMol25 structures with the same formula, charge and spin in eV: 0.401
Strongest force on any atom in eV Å⁻¹: 2.71
E_HOMO (spin up / spin down) in eV: -9.41 / -9.07
Multiplicity: 2


Molecular formula: C3H7OS2
Method: DFT, ωB97M-V with the def2-TZVPD basis set

```
13
Properties=species:S:1:pos:R:3:forces:R:3:mulliken_charge:R:1
S 0.167168 0.164082 -2.346929 0.6 -0.5 1.2 -0.10
S -0.472559 -1.666450 -3.038156 -0.9 -0.9 -1.1 -0.29
O -1.065838 -0.545088 1.843168 -0.5 0.6 -0.9 -0.86
C 0.120921 1.128087 0.317866 0.3 -2.0 -0.7 -0.74
C -0.198208 0.483180 1.748232 -0.3 -0.2 1.0 -0.45
C 0.218305 -0.202178 -0.561868 -1.3 2.1 1.0 -0.63
H -0.115968 -2.695967 -2.228493 0.5 0.8 0.2 0.13
H 1.144352 -0.613296 -0.236003 0.8 -0.9 -0.3 0.36
H -0.638645 -0.811836 -0.176725 0.5 0.3 -0.5 0.45
H -0.576605 1.809364 -0.163148 -0.5 0.1 0.4 0.44
H 1.114364 1.601407 0.343574 -0.2 0.1 0.1 0.25
H -0.483131 1.327151 2.476311 0.7 -0.4 -0.7 0.24
H 0.785844 0.021544 2.022170 0.5 1.0 0.2 0.19
```
Forces are in eV/Å.

Calculated values
Charge: -1
Gap between HOMO and LUMO in eV: 5.66
Electronic energy in a.u.: -990.081330
Energy above the lowest of the compared OMol25 structures with the same formula, charge and spin in eV: 1.324
Strongest force on any atom in eV Å⁻¹: 2.67
Structure (SMILES): [O-]CCCSS
E_HOMO in eV: -2.63


Molecular formula: C3H7OS2
Method: DFT, ωB97M-V with the def2-TZVPD basis set

```
13
Properties=species:S:1:pos:R:3:forces:R:3:mulliken_charge:R:1
S 1.070901 3.245807 -0.659546 0.1 -1.2 0.0 -0.31
S -0.865290 -2.382000 0.370402 0.2 0.4 0.7 -0.70
O 1.444586 -0.780831 -0.669327 -0.3 0.8 0.0 -0.52
C -0.672469 0.316897 0.138579 -0.1 0.1 1.8 -0.38
C -0.605865 -0.694472 1.269219 -0.1 -2.8 -0.8 -0.73
C 0.537489 0.278850 -0.778947 0.5 0.3 -0.6 0.02
H 1.117849 -1.447510 -1.289960 -0.1 -0.5 0.4 0.30
H -1.430268 -0.700828 1.986396 -0.1 0.7 -0.3 0.29
H -0.812188 1.307538 0.580362 0.1 0.2 -0.5 0.32
H 0.302479 -0.804698 1.875490 0.1 0.5 -0.5 0.29
H 0.291305 0.444786 -1.822585 -0.5 -0.2 -0.2 0.43
H -1.568478 0.008270 -0.388860 0.0 0.3 -0.4 0.23
H 1.189948 1.208192 -0.611223 0.2 1.2 0.5 -0.25
```
Forces are in eV/Å.

Calculated values
Charge: -1
Gap between HOMO and LUMO in eV: 3.01
Electronic energy in a.u.: -989.999279
Energy above the lowest of the compared OMol25 structures with the same formula, charge and spin in eV: 3.557
Strongest force on any atom in eV Å⁻¹: 2.86
E_HOMO in eV: -2.80


Molecular formula: C3H8
Method: DFT, ωB97M-V with the def2-TZVPD basis set

```
11
Properties=species:S:1:pos:R:3:forces:R:3:mulliken_charge:R:1
C 2.258262 1.322182 0.672478 -0.4 0.0 0.0 -0.95
C -1.603455 -1.062176 0.174931 0.9 0.2 -0.8 -0.42
C -1.214186 -0.577067 -1.000809 -0.6 -0.1 -0.1 -0.49
H 3.038447 1.784918 1.264780 0.2 0.3 -0.3 0.28
H -1.682531 0.272634 -1.486256 0.0 0.0 0.2 0.24
H -2.382941 -0.607457 0.765383 0.0 -0.1 0.1 0.25
H -1.021210 -1.906092 0.525893 -0.5 -0.1 0.4 0.21
H -0.466723 -1.087257 -1.595946 0.2 0.1 0.2 0.22
H 2.003462 0.406306 1.199185 -0.2 -0.1 -0.2 0.22
H 2.535627 1.119188 -0.358653 0.4 -0.2 0.1 0.23
H 1.389479 1.974557 0.594308 0.0 0.0 0.4 0.23
```
Forces are in eV/Å.

Calculated values
Gap between HOMO and LUMO in eV: 11.38
Electronic energy in a.u.: -119.054583
Energy above the lowest of the compared OMol25 structures with the same formula, charge and spin in eV: 1.113
Strongest force on any atom in eV Å⁻¹: 1.22
Structure (SMILES): C=C.C
E_HOMO in eV: -10.19


Molecular formula: C3H8AlO3
Method: DFT, ωB97M-V with the def2-TZVPD basis set

```
15
Properties=species:S:1:pos:R:3:forces:R:3:mulliken_charge:R:1
Al 0.437581 2.554287 0.785339 -1.7 5.5 0.5 0.48
O 0.545285 1.497545 2.091711 -1.3 -6.0 -0.3 -0.12
O 0.818403 1.376174 -0.356299 4.4 -3.1 -0.9 -0.08
O -0.364718 -1.200334 -1.241164 1.7 2.8 1.1 -0.43
C 0.014678 0.282006 1.712896 -0.1 3.5 5.1 0.15
C -1.715454 -1.599512 -1.147733 -1.3 -0.1 -0.3 -0.57
C 2.070966 1.015820 -0.215363 -1.1 0.2 -4.0 0.15
H 2.804403 1.672683 -0.712166 0.1 0.4 0.8 0.33
H -1.831372 -2.487931 -0.506352 0.4 0.3 -0.3 0.26
H -2.059471 -1.848651 -2.159774 -0.1 0.0 0.3 0.29
H -2.353063 -0.797456 -0.745775 0.1 -0.2 -0.1 0.28
H -0.254763 -0.188514 -1.250824 -0.9 -2.7 -0.5 0.32
H 2.474570 0.012317 -0.019173 -0.9 -0.2 0.7 0.31
H -1.085880 0.333062 1.652156 0.3 -0.5 -1.2 0.31
H 0.498834 -0.621489 2.112514 0.4 0.0 -0.9 0.33
```
Forces are in eV/Å.

Calculated values
Charge: +2
Gap between HOMO and LUMO (spin up / spin down) in eV: 5.13 / 5.17
Electronic energy in a.u.: -586.361119
Energy above the lowest of the compared OMol25 structures with the same formula, charge and spin in eV: 0.329
Strongest force on any atom in eV Å⁻¹: 6.16
E_HOMO (spin up / spin down) in eV: -17.61 / -17.63
Multiplicity: 2